[1]
# C5H15NO

A cluster of 2 separate species, C5H15NO in total in a non-equilibrium geometry (the ωB97M-V functional and the def2-TZVPD basis, OMol25).

Last column: Mulliken charge in e.
Cartesian coordinates (Å):
C  1.09807  0.80447  -1.49623  -1.11
N  0.47684  -0.43611  -1.01278  0.15
C  -0.26359  -1.08104  -2.11037  -1.16
C  -1.76952  -0.23500  0.57148  -1.21
C  -0.19236  -0.38182  0.26865  0.57
C  0.45126  -1.61162  1.08070  -1.41
H  1.00160  1.64151  -0.76770  0.30
H  2.14341  0.64698  -1.19164  0.35
H  0.69652  1.25673  -2.40916  0.43
H  -0.01243  -2.14826  -2.01657  0.30
H  0.09822  -0.70057  -3.08499  0.43
H  -1.32872  -0.65375  -2.20516  0.34
H  -2.34715  -0.96016  -0.04405  0.39
H  -2.02540  0.70643  0.13913  0.35
H  -1.80680  -0.32209  1.80593  0.30
H  0.08450  0.45602  0.94776  -0.17
H  0.36997  -1.56526  2.17226  0.38
H  -0.02226  -2.49467  0.70315  0.38
H  1.50057  -1.40098  0.97010  0.38
H  -0.55480  2.85345  2.23196  0.33
H  0.21075  1.51304  2.60341  0.35
O  0.33245  2.40594  2.19579  -0.66

Calculated values
SMILES string: CC(C)N(C)C.O
E: -329.3801 Eh
highest occupied orbital energy: -8.088 eV
Kohn-Sham gap: 8.785 eV
relative energy (zero: lowest compared OMol25 entry of this formula, charge and spin): 334.8 kJ/mol

***

[2]
# C5H15NO2

A cluster of 2 separate species, C5H15NO2 in total in a non-equilibrium geometry (the ωB97M-V functional and the def2-TZVPD basis, OMol25).

Last column: Mulliken spin population.
Cartesian coordinates (Å):
C  0.65060  -1.18588  -0.62805  0.19
N  -0.81727  -0.95407  -0.57233  -0.20
C  -1.81088  -2.01407  -0.56948  0.76
O  -1.57301  -3.10870  0.30834  -0.31
C  1.55263  0.12147  -0.31079  0.25
C  1.78678  0.45618  1.16804  0.44
C  2.31325  1.92103  1.30117  0.52
H  0.87949  -1.43980  -1.71471  -0.02
H  1.00937  -2.18785  -0.14035  -0.05
H  -1.07071  -0.18531  -0.08057  -0.15
H  -2.78950  -1.57536  -0.28982  -0.14
H  -1.79218  -2.52643  -1.53833  -0.01
H  -0.79482  -2.86876  0.90462  0.12
H  2.42177  -0.14214  -0.81308  -0.08
H  1.13477  1.03553  -0.81945  -0.11
H  2.69142  -0.13256  1.51057  0.12
H  0.97853  0.37159  1.92601  -0.50
H  2.43063  2.06119  2.38988  -0.05
H  1.75901  2.75676  0.96626  -0.34
H  3.31169  2.06028  0.84980  0.01
H  -4.56456  2.75978  -1.77782  -0.39
H  -3.75136  2.63613  -0.66697  -0.54
O  -3.95564  2.14100  -1.40291  1.49

Calculated values
E: -404.6287 Eh
highest occupied orbital energy (alpha / beta): 1.184 / -5.824 eV
Kohn-Sham gap (alpha / beta): 2.226 / 9.185 eV
relative energy (zero: lowest compared OMol25 entry of this formula, charge and spin): 190.6 kJ/mol
spin multiplicity: 2
charge: -1

***

[3]
# C5H15NO2

A cluster of 2 separate species, C5H15NO2 in total in a non-equilibrium geometry (the ωB97M-V functional and the def2-TZVPD basis, OMol25).

Last column: Mulliken charge in e.
Cartesian coordinates (Å):
C  -1.87867  -1.03171  0.25942  -0.48
O  -2.26517  -1.62346  -0.96448  -0.53
C  -0.68163  -1.57440  1.03220  -0.49
C  0.59273  -1.54459  0.18006  -0.83
C  0.81184  -0.31511  -0.68979  -0.55
C  1.95155  1.62737  0.27521  -1.04
N  0.64658  0.94460  0.04102  -0.18
H  -1.79613  0.04909  0.15490  0.17
H  -2.83558  -1.04931  0.80748  0.41
H  -1.52698  -1.79807  -1.55018  0.32
H  -0.92547  -2.59261  1.32527  0.33
H  -0.64296  -1.00593  1.94086  0.32
H  1.52769  -1.78379  0.72097  0.38
H  0.73174  -2.49924  -0.36100  0.38
H  1.78756  -0.44468  -1.13457  0.44
H  0.08424  -0.29990  -1.49955  0.20
H  1.75505  2.69357  0.42871  0.30
H  2.43606  1.29046  1.19323  0.34
H  2.61472  1.57441  -0.57756  0.39
H  0.30867  0.86038  0.99016  0.17
H  -1.34483  3.06076  -0.28492  0.30
H  -0.44592  2.30076  -1.15748  0.34
O  -0.90509  3.16138  -1.12994  -0.68

Calculated values
SMILES string: CNCCCCO.O
E: -404.6901 Eh
highest occupied orbital energy: -9.402 eV
Kohn-Sham gap: 10.131 eV
relative energy (zero: lowest compared OMol25 entry of this formula, charge and spin): 170.5 kJ/mol

***

[4]
# C5H15NO2

A cluster of 3 separate species, C5H15NO2 in total in a non-equilibrium geometry (the ωB97M-V functional and the def2-TZVPD basis, OMol25).

Last column: Mulliken charge in e.
Cartesian coordinates (Å):
C  -1.23735  2.45133  0.26754  -1.33
N  -0.17021  0.32896  -1.57120  -0.57
C  -0.42123  0.08951  -0.20578  0.55
C  -1.03847  1.00182  0.55967  0.68
C  -1.37947  0.52880  1.93820  -1.40
C  -0.08250  -1.35863  0.16964  -1.26
H  -0.55482  2.98557  0.96594  0.29
H  -2.27346  2.73078  0.38357  0.31
H  -0.86968  2.68095  -0.71724  0.38
H  -0.47518  1.25535  -1.83384  0.22
H  0.81744  0.36305  -1.85809  0.25
H  -1.86705  1.25185  2.61840  0.34
H  -0.54891  0.09764  2.54617  0.21
H  -2.05269  -0.31755  2.07572  0.37
H  -0.72932  -1.88930  0.84092  0.39
H  -0.18185  -1.87287  -0.78920  0.33
H  0.91688  -1.43974  0.61449  0.24
H  2.46828  -1.21818  3.09735  0.34
H  3.81759  -0.39457  3.38017  0.32
O  3.42571  -1.21964  3.11541  -0.65
H  0.65233  -1.97358  -3.94270  0.30
H  -0.28420  -0.74740  -3.54841  0.39
O  0.05086  -1.30076  -4.25946  -0.69

Calculated values
SMILES string: CC(C)=C(C)N.O.O
E: -404.7012 Eh
highest occupied orbital energy: -8.292 eV
Kohn-Sham gap: 8.835 eV
relative energy (zero: lowest compared OMol25 entry of this formula, charge and spin): 141.4 kJ/mol

***

[5]
# C5H15NO2

A cluster of 3 separate species, C5H15NO2 in total in a non-equilibrium geometry (the ωB97M-V functional and the def2-TZVPD basis, OMol25).

Last column: Mulliken charge in e.
Cartesian coordinates (Å):
C  -0.10631  2.23143  0.75571  -0.97
N  -0.04326  0.75723  0.76189  -0.06
C  -1.32056  0.10215  0.83899  -0.73
C  -1.22073  -1.39955  0.45702  -0.64
C  -0.06727  -2.08724  1.17087  -0.28
C  1.15898  -2.20873  0.68698  -0.62
H  0.22322  2.64284  1.71679  0.32
H  -1.14631  2.50673  0.60636  0.32
H  0.57811  2.67513  0.03065  0.30
H  0.69345  0.47961  1.37395  0.25
H  -1.94168  0.52835  0.05265  0.41
H  -1.85305  0.16202  1.79926  0.31
H  -1.27271  -1.53958  -0.62068  0.30
H  -2.16167  -1.85950  0.77389  0.31
H  -0.33117  -2.33534  2.19165  0.29
H  1.39502  -1.89502  -0.32095  0.27
H  1.92988  -2.62711  1.32025  0.26
H  1.86802  1.17992  -1.09774  0.30
H  3.06923  0.49103  -1.39057  0.31
O  2.52729  1.18447  -1.81975  -0.64
H  -0.73248  -0.14263  -2.48469  0.30
H  -0.29000  0.92940  -3.44006  0.34
O  -0.95601  0.22438  -3.36247  -0.65

Calculated values
SMILES string: C=CCCNC.O.O
E: -404.6840 Eh
highest occupied orbital energy: -9.075 eV
Kohn-Sham gap: 9.774 eV
relative energy (zero: lowest compared OMol25 entry of this formula, charge and spin): 186.7 kJ/mol

***

[6]
# C5H15NO2

A cluster of 3 separate species, C5H15NO2 in total in a non-equilibrium geometry (the ωB97M-V functional and the def2-TZVPD basis, OMol25).

Last column: Mulliken charge in e.
Cartesian coordinates (Å):
C  0.48749  1.55586  -0.48515  -0.89
N  -0.73532  1.85349  0.26088  -0.42
C  -1.89300  1.17489  -0.25442  0.42
C  -2.70623  1.72326  -1.14401  -0.21
C  -3.94047  1.06601  -1.70780  -1.28
C  -2.02628  -0.22061  0.28820  -1.03
H  1.27817  2.24173  -0.20375  0.36
H  0.82630  0.55433  -0.25476  0.24
H  0.33015  1.53792  -1.56218  0.33
H  -0.92094  2.84539  0.16627  0.33
H  -2.42547  2.69620  -1.53959  0.31
H  -3.72509  0.37883  -2.51077  0.27
H  -4.43017  0.49993  -0.92467  0.34
H  -4.68813  1.78474  -2.03909  0.35
H  -2.04207  -0.15195  1.38572  0.28
H  -1.08011  -0.73065  0.08303  0.24
H  -2.91397  -0.74403  -0.02670  0.34
H  6.81842  -3.00737  0.99283  0.31
H  5.91645  -2.37692  2.01599  0.35
O  6.75783  -2.23118  1.56284  -0.65
H  3.52850  -2.75484  1.69767  0.32
H  3.51016  -4.15397  2.34476  0.32
O  4.07380  -3.54107  1.85472  -0.66

Calculated values
SMILES string: C/C=C(\C)NC.O.O
E: -404.7034 Eh
highest occupied orbital energy: -8.612 eV
Kohn-Sham gap: 8.991 eV
relative energy (zero: lowest compared OMol25 entry of this formula, charge and spin): 135.7 kJ/mol

***

[7]
# C5H15NO2

A cluster of 2 separate species, C5H15NO2 in total in a non-equilibrium geometry (the ωB97M-V functional and the def2-TZVPD basis, OMol25).

Last column: Mulliken charge in e.
Cartesian coordinates (Å):
C  1.38395  -0.79843  -0.22904  -0.71
O  2.32112  -0.43649  0.84764  -0.52
C  0.36798  0.32878  -0.33079  0.15
C  -1.07860  -0.25660  -0.62597  0.82
C  -2.09586  0.39695  0.30107  -1.79
C  -1.55394  -0.37454  -2.06814  -1.43
N  0.84694  1.25988  -1.33694  -0.60
H  1.08345  -1.80942  0.04781  0.23
H  2.03415  -0.88783  -1.10233  0.33
H  3.17984  -0.26632  0.45584  0.28
H  0.36453  0.81704  0.63710  0.40
H  -0.94942  -1.21426  -0.12002  0.22
H  -3.08004  -0.11189  0.24146  0.44
H  -2.26426  1.45818  0.09363  0.37
H  -2.05041  0.26705  1.38975  0.41
H  -0.81211  -0.21129  -2.84111  0.35
H  -2.47305  0.13428  -2.33174  0.36
H  -1.78633  -1.43792  -2.18404  0.31
H  0.53504  2.20209  -1.20134  0.20
H  0.94875  1.06637  -2.31294  0.17
H  2.36141  -0.01319  4.69997  0.31
H  1.21307  0.15402  3.59082  0.32
O  1.50380  -0.26644  4.37932  -0.63

Calculated values
SMILES string: CC(C)[C@H](N)CO.O
E: -404.6846 Eh
highest occupied orbital energy: -8.852 eV
Kohn-Sham gap: 9.721 eV
relative energy (zero: lowest compared OMol25 entry of this formula, charge and spin): 185.1 kJ/mol

***

[8]
# C5H15NO2

A cluster of 3 separate species, C5H15NO2 in total in a non-equilibrium geometry (the ωB97M-V functional and the def2-TZVPD basis, OMol25).

Last column: Mulliken spin population.
Cartesian coordinates (Å):
C  -0.82800  -1.72625  1.75112  0.00
N  -0.16990  -0.40699  1.70962  0.43
C  1.33993  -0.25292  -0.76998  -0.27
C  1.54107  1.20702  -0.87012  0.00
C  1.83113  1.59080  -2.31344  -0.02
O  0.38511  1.95302  -0.42339  -0.03
C  -1.90765  -1.92595  0.68851  0.03
H  -0.04879  -2.48241  1.65367  0.00
H  -1.26271  -1.83471  2.74793  0.03
H  -0.89648  0.30798  1.55118  -0.02
H  0.98063  -0.78771  -1.64752  -0.03
H  1.91188  -0.84386  -0.05758  -0.02
H  2.35262  1.54882  -0.22413  0.00
H  1.92448  2.67092  -2.39034  0.00
H  1.02876  1.22028  -2.95398  0.00
H  2.75958  1.12454  -2.65308  0.00
H  -0.36469  1.39204  -0.19218  0.00
H  -1.51388  -1.67990  -0.30324  0.00
H  -2.26011  -2.95361  0.71355  0.00
H  -2.73812  -1.23720  0.84290  0.00
H  -2.26859  2.15421  1.43657  -0.02
H  0.42489  -0.41876  0.85914  -0.07
O  -2.22114  1.38064  0.84478  1.01

Calculated values
E: -404.2386 Eh
highest occupied orbital energy (alpha / beta): -14.962 / -13.955 eV
Kohn-Sham gap (alpha / beta): 7.926 / 5.728 eV
relative energy (zero: lowest compared OMol25 entry of this formula, charge and spin): 578.6 kJ/mol
spin multiplicity: 2
charge: +1

***

[9]
# C5H15NO3

A cluster of 4 separate species, C5H15NO3 in total in a non-equilibrium geometry (the ωB97M-V functional and the def2-TZVPD basis, OMol25).

Last column: Mulliken charge in e.
Cartesian coordinates (Å):
C  0.99627  1.99575  -0.86331  -0.97
N  0.05697  0.95070  -0.42224  -0.19
C  -0.64356  0.16721  -1.35361  0.58
C  -1.21935  0.60101  -2.48078  -0.94
C  -0.17496  -2.18025  -1.57969  -0.78
C  -0.79598  -1.22931  -0.90533  -0.45
H  1.11287  2.76677  -0.07944  0.33
H  1.91650  1.52622  -0.99477  0.39
H  0.77699  2.33514  -2.01360  0.25
H  0.33722  0.41209  0.33172  0.20
H  -1.25233  1.63881  -2.88063  0.28
H  -1.72658  0.02505  -3.27226  0.27
H  0.31051  -2.30391  -2.45916  0.40
H  -0.31166  -3.28912  -1.45813  0.27
H  -1.40316  -1.34127  -0.04446  0.39
H  3.54733  -0.31848  1.23477  0.31
H  2.39407  0.20846  0.29775  0.31
O  3.33493  0.35822  0.56895  -0.63
H  0.31559  0.92167  3.39331  0.33
H  1.41583  0.22000  2.67874  0.30
O  0.41671  0.02974  2.99257  -0.64
H  -3.45748  -0.71905  1.86893  0.30
H  -2.28282  -0.66423  3.03555  0.29
O  -2.63492  -0.91288  2.24019  -0.59

Calculated values
SMILES string: C=CC(=C)NC.O.O.O
E: -479.8411 Eh
highest occupied orbital energy: -7.893 eV
Kohn-Sham gap: 8.158 eV
relative energy (zero: lowest compared OMol25 entry of this formula, charge and spin): 447.6 kJ/mol

***

- The lowest E belongs to which entry?
  C5H15NO3

***

- Which value of relative energy (zero: lowest compared OMol25 entry of this formula, charge and spin) does entry 6 give?
  135.7 kJ/mol

***

- Which formula does entry 2 have?
  C5H15NO2